(1)
Formula: C4H6S2
Source: the Open Molecules 2025 dataset
Level of theory: the ωB97M-V functional and the def2-TZVPD basis

The geometry in XYZ format:
```
12
Properties=species:S:1:pos:R:3:forces:R:3
C -1.855 0.646 0.133 0.327 1.566 -1.432
C -0.530 -0.007 -0.275 -0.370 -0.230 1.757
C 0.632 -0.372 -0.265 -0.327 1.886 0.519
C 2.067 -0.757 -0.060 -3.375 -3.271 0.499
H -3.509 -0.969 0.836 -0.301 0.930 -1.504
H -1.938 1.184 1.127 0.466 -1.776 -0.524
H -1.724 1.604 -0.435 -0.945 -0.742 -0.282
H 2.026 -1.611 -0.776 1.172 0.350 0.267
H 1.977 -1.302 0.954 0.734 1.011 -1.287
H 2.917 1.483 -0.759 1.091 -2.498 1.134
S -3.586 -0.136 -0.313 2.453 -0.302 2.068
S 3.523 0.237 -0.168 -0.925 3.074 -1.216
```
Forces are in eV/Å.

## Properties
HOMO energy = -0.338 Ha
energy relative to the best compared isomer or geometry (same formula, charge and spin) = 3.326 eV
orbital gap = 0.3614 hartree
electronic energy = -952.24716 Eh
LUMO = 0.0234 Eh
SMILES string = SCC#CCS
spin multiplicity = 1
F_max = 4.7 eV/Å

---

(2)
Formula: C4H6S2
Source: the Open Molecules 2025 dataset
Level of theory: the ωB97M-V functional and the def2-TZVPD basis

The geometry in XYZ format:
```
12
Properties=species:S:1:pos:R:3:forces:R:3
C 0.070 1.248 -0.698 1.573 -0.117 0.907
C -0.552 0.627 0.387 0.000 -1.645 -0.382
C 1.314 0.953 -1.035 0.332 2.722 -2.987
C -0.266 -0.651 0.566 -1.970 -1.856 2.234
S 0.729 -1.717 -0.343 2.013 2.180 -1.761
S -1.158 -1.592 1.858 0.629 -0.242 -0.067
H -0.377 2.040 -1.176 -1.206 1.553 -1.198
H -1.422 0.939 0.867 -1.007 1.160 0.899
H 1.611 1.600 -1.903 0.412 -1.017 0.755
H 2.060 0.356 -0.596 0.380 -0.648 0.614
H 0.349 -2.798 0.158 -1.241 -2.469 1.307
H -2.359 -1.005 1.915 0.085 0.379 -0.322
```
Forces are in eV/Å.

## Properties
HOMO energy = -0.303 Ha
energy relative to the best compared isomer or geometry (same formula, charge and spin) = 1.913 eV
orbital gap = 0.3248 hartree
electronic energy = -952.29908 Eh
LUMO = 0.0220 Eh
SMILES string = C=CC=C(S)S
spin multiplicity = 1
F_max = 4.1 eV/Å

---

Among the records above, which one has the lowest HOMO energy?
number 1

---

Which value of electronic energy does entry 1 give?
-952.24716 Eh

---

Which formula does entry 2 have?
C4H6S2

---

Repeat the first record exactly.
Formula: C4H6S2
Source: the Open Molecules 2025 dataset
Level of theory: the ωB97M-V functional and the def2-TZVPD basis

The geometry in XYZ format:
```
12
Properties=species:S:1:pos:R:3:forces:R:3
C -1.855 0.646 0.133 0.327 1.566 -1.432
C -0.530 -0.007 -0.275 -0.370 -0.230 1.757
C 0.632 -0.372 -0.265 -0.327 1.886 0.519
C 2.067 -0.757 -0.060 -3.375 -3.271 0.499
H -3.509 -0.969 0.836 -0.301 0.930 -1.504
H -1.938 1.184 1.127 0.466 -1.776 -0.524
H -1.724 1.604 -0.435 -0.945 -0.742 -0.282
H 2.026 -1.611 -0.776 1.172 0.350 0.267
H 1.977 -1.302 0.954 0.734 1.011 -1.287
H 2.917 1.483 -0.759 1.091 -2.498 1.134
S -3.586 -0.136 -0.313 2.453 -0.302 2.068
S 3.523 0.237 -0.168 -0.925 3.074 -1.216
```
Forces are in eV/Å.

## Properties
HOMO energy = -0.338 Ha
energy relative to the best compared isomer or geometry (same formula, charge and spin) = 3.326 eV
orbital gap = 0.3614 hartree
electronic energy = -952.24716 Eh
LUMO = 0.0234 Eh
SMILES string = SCC#CCS
spin multiplicity = 1
F_max = 4.7 eV/Å